(1)
53
Properties=species:S:1:pos:R:3:mulliken_charge:R:1 method="wB97M-V/def2-TZVPD" orbital_gap_ha=0.31285 relative_energy_ev=1.119 e_homo_ev=-12.1 charge=+1 total_energy_ha=-2407.3080
Pt -0.04122 -0.55940 -0.87815 0.84
S 2.71300 -4.26539 -1.94991 -0.09
F 2.37131 0.35560 -4.88845 -0.25
F -0.02613 0.66274 -6.10680 -0.24
F 2.35734 0.22684 -2.72544 -0.23
F -1.24113 1.97103 -3.59755 -0.29
F 1.99955 -1.53066 -3.90957 -0.22
F -1.73730 -0.18587 -5.10445 -0.23
F 0.38082 1.86256 -2.19326 -0.24
F 0.77796 2.38666 -4.24396 -0.24
F -0.05396 -1.43940 -5.61641 -0.24
O -1.88809 0.80344 -0.31648 -0.89
O -0.37387 -0.73127 -2.86274 -0.82
N 0.30844 -0.52863 1.06347 -0.55
N 0.02397 -0.51653 3.49503 -0.08
N 1.48066 -2.27045 -1.01400 -0.09
N -3.39733 2.37391 -0.93399 0.14
C 0.20927 0.70820 4.28151 -0.75
C 1.56476 -1.81050 4.87649 -0.52
C -2.17436 1.96384 -0.65683 0.31
C 1.80601 -0.55911 5.72461 -0.64
C 0.03731 1.59298 -3.47714 0.60
C -3.68170 3.72642 -1.37399 -0.86
C 1.76133 -0.21576 -3.85511 0.67
C 3.59120 -3.12955 -1.00955 -0.30
C 0.22075 0.06666 -3.78595 0.90
C -0.40667 -0.22666 -5.18452 0.42
C 1.61153 0.70741 4.88707 -0.51
C 1.29985 -3.34731 -1.72331 -0.16
C 2.77729 -2.12485 -0.60650 -0.63
C 0.16945 -1.76558 4.25398 -0.75
C 0.16212 -0.51608 2.21092 0.98
C -4.50000 1.42473 -0.95483 -0.96
H 2.81583 -0.58207 6.13323 0.32
H 0.34648 -3.62460 -2.14101 0.40
H -0.59937 -1.77798 5.02947 0.31
H -4.63891 1.03189 -1.96340 0.32
H 1.65177 -2.70324 5.49661 0.35
H -0.54381 0.70687 5.07274 0.32
H 4.63572 -3.27140 -0.79789 0.45
H -4.27363 0.60210 -0.28234 0.28
H -4.54137 4.11262 -0.82753 0.33
H 1.73725 1.59213 5.51172 0.35
H 0.00603 -2.61200 3.58834 0.43
H -3.91128 3.73436 -2.44108 0.34
H -5.41622 1.91546 -0.63430 0.35
H 3.05768 -1.25946 -0.02901 0.45
H 2.35038 0.74121 4.08158 0.28
H 0.04391 1.57704 3.64619 0.42
H -1.40842 2.74666 -0.71721 0.37
H 2.30975 -1.86565 4.07759 0.28
H -2.82686 4.37414 -1.18954 0.29
H 1.10287 -0.54807 6.56164 0.31



(2)
21
Properties=species:S:1:pos:R:3:mulliken_charge:R:1 method="wB97M-V/def2-TZVPD" multiplicity=3 orbital_gap_ha="0.28720 / 0.29630" relative_energy_ev=0.000 e_homo_ev="-20.5 / -20.7" charge=+3 total_energy_ha=-1640.7628
Tm 3.76530 -0.70626 1.66766 1.68
P -2.89084 1.49209 -0.02975 0.01
N -2.07829 -0.45112 -0.30635 -0.41
C -0.87630 -1.04031 0.26485 -0.62
C 1.60598 -0.10490 0.29975 -0.34
C 2.92200 -0.03423 -0.52179 -0.94
C 0.41500 -0.66388 -0.50765 -0.80
H 0.76519 -1.56480 -1.01321 0.43
H 1.39496 0.89571 0.69321 0.46
H 3.14700 0.99033 -0.82963 0.42
H -2.84745 -1.07802 -0.03579 0.38
H -1.97327 2.04385 -0.90278 0.18
H 2.93762 -0.68486 -1.39704 0.45
H 3.76289 -0.31118 0.08933 0.21
H -4.06115 0.94044 -0.52570 0.21
H 1.71324 -0.77562 1.18346 0.13
H -3.51466 2.71450 0.34112 0.20
H -0.80384 -0.86296 1.34757 0.42
H 0.15257 0.06925 -1.27254 0.41
H -2.51278 1.25172 1.29726 0.18
H -1.02320 -2.11977 0.15801 0.36